1.
A structure of composition C45H36BrCl2N2O2PSTi. Source: the Open Molecules 2025 dataset; level of theory: wB97M-V/def2-TZVPD.

* charge: +2
* strongest force on any atom: 0.03407 Eh/bohr
* 2S+1: 1
* DFT total energy: -192639.05633 eV
* HOMO-LUMO gap: 7.05 eV
* LUMO level: -5.89 eV

Each line ends with the Mulliken charge.
Geometry (Å):
Ti 0.07500 0.57806 -0.25374  -0.731
O 4.58617 -0.04460 4.51972  -0.518
C 3.67111 0.07154 3.57939  0.566
C 3.78075 0.88928 2.44708  -0.979
C 2.75269 0.91562 1.53192  -0.902
N 1.62048 0.20638 1.65059  0.473
C 1.53034 -0.56495 2.73682  -0.137
Br -0.05374 -1.58980 2.98047  0.141
C 2.49944 -0.68269 3.70598  -0.739
H 5.36924 0.50687 4.37915  0.338
H 4.65516 1.49879 2.29602  0.439
H 2.84057 1.53534 0.64712  0.431
H 2.36667 -1.33400 4.55369  0.558
C -4.82987 -1.16688 4.33501  -0.766
C -4.52162 0.17752 4.46900  -0.819
C -3.60840 0.76831 3.61387  -0.739
C -3.01063 0.02056 2.60014  1.007
C -3.32889 -1.32823 2.46442  -0.349
C -4.22719 -1.91847 3.33681  -0.807
P -1.88994 0.85109 1.40555  2.374
C -1.47960 2.35054 2.37902  0.066
C -2.00316 3.61688 2.13211  -0.223
C -1.61214 4.68307 2.92572  -0.986
C -0.70564 4.49775 3.95684  -0.656
C -0.18232 3.23837 4.20613  -0.950
C -0.56445 2.17206 3.41689  -0.357
C -3.13763 1.32988 0.15255  0.360
C -4.42338 1.68135 0.50821  -0.277
C -5.40163 1.89025 -0.47300  -1.066
C -5.09730 1.71910 -1.79562  -0.827
C -3.79205 1.36434 -2.19833  1.052
C -3.47552 1.18051 -3.56025  -0.810
C -2.20673 0.84373 -3.93542  -1.271
C -1.19996 0.68519 -2.96417  0.153
C -1.44712 0.82328 -1.61376  1.224
C -2.77507 1.17038 -1.21726  -1.626
H -5.54114 -1.62378 5.00657  0.423
H -4.99480 0.77169 5.23906  0.465
H -3.37043 1.81433 3.74378  0.588
H -2.86914 -1.92195 1.68415  0.402
H -4.46413 -2.96757 3.24057  0.485
H -2.71439 3.76542 1.32868  0.521
H -2.01966 5.66480 2.74054  0.449
H -0.41221 5.33061 4.57361  0.418
H 0.51554 3.08418 5.01418  0.474
H -0.17088 1.18420 3.61630  0.459
H -4.69116 1.78209 1.55247  0.534
H -6.39988 2.16265 -0.16900  0.438
H -5.86050 1.84400 -2.55066  0.474
H -4.25853 1.32213 -4.28929  0.464
H -1.96979 0.70410 -4.97806  0.471
H -0.19252 0.46448 -3.31221  0.360
Cl 1.95581 -4.78232 0.46650  -0.136
C 0.57786 -3.85784 0.03455  -0.487
C -0.61000 -4.45872 -0.36527  -0.579
C -1.67933 -3.63200 -0.66932  -1.254
C -1.52749 -2.25277 -0.59088  -0.518
N -0.37982 -1.67295 -0.22396  2.072
C 0.64316 -2.46951 0.08693  -1.037
H -0.69485 -5.53381 -0.40848  0.570
H -2.62614 -4.06167 -0.96031  0.614
H -2.36009 -1.59094 -0.81543  0.483
H 1.56885 -2.01126 0.41649  0.574
Cl 1.25539 2.72378 -1.32763  -0.072
C 0.17803 2.61890 0.08595  -0.649
H -0.66401 3.28241 -0.14166  0.748
H 0.72819 3.02383 0.94465  0.460
O 1.64684 -0.06011 -1.22354  0.925
S 3.04538 -0.65297 -1.35651  -0.268
C 3.85812 0.18632 -2.73431  0.997
C 3.22911 0.39514 -3.94847  -0.007
C 3.94834 0.94903 -4.99340  -0.916
C 5.28747 1.27143 -4.83253  -0.502
C 5.90340 1.07632 -3.60592  -0.759
C 5.19008 0.52745 -2.55273  -0.441
C 2.70310 -2.21182 -2.20291  0.641
C 1.48826 -2.37159 -2.84553  0.097
C 1.19660 -3.58140 -3.44775  -0.985
C 2.11746 -4.61624 -3.39423  -0.568
C 3.33582 -4.44166 -2.75446  -0.790
C 3.63458 -3.23318 -2.14580  -0.520
H 2.20143 0.10175 -4.09083  0.293
H 3.46450 1.11679 -5.94120  0.462
H 5.84991 1.65784 -5.66848  0.437
H 6.93864 1.34634 -3.47090  0.438
H 5.67028 0.33364 -1.60630  0.453
H 0.78286 -1.55186 -2.86649  0.220
H 0.26209 -3.70829 -3.96960  0.506
H 1.88382 -5.56172 -3.85581  0.466
H 4.05616 -5.24344 -2.73452  0.472
H 4.58016 -3.07069 -1.64925  0.487

---

2.
A structure of composition C45H36Cl2FeN4O2Sb2. Source: the Open Molecules 2025 dataset; level of theory: wB97M-V/def2-TZVPD.

* energy above the lowest of the compared OMol25 structures with the same formula, charge and spin: 10.0 kcal per mole
* <S²>: 6.04
* strongest force on any atom: 0.02285 Eh/bohr
* 2S+1: 5
* DFT total energy: -129810.48975 eV
* HOMO-LUMO gap (spin up / spin down): 6.90 / 5.76 eV
* LUMO level (spin up / spin down): -0.14 / -0.51 eV

Each line ends with the Mulliken charge.
Geometry (Å):
Fe 0.80435 1.24270 0.04260  0.988
Cl -3.03614 7.19916 1.35738  -0.222
C -1.73026 6.07673 1.18871  -0.459
C -1.98495 4.80652 0.71367  -0.262
C -0.95836 3.89243 0.54938  -0.332
N -1.33436 2.59274 -0.00812  2.155
C -2.09713 1.83774 0.88133  -0.207
O -3.19499 1.37254 0.67979  -0.585
C -1.39595 1.56863 2.19271  0.316
C -2.12155 1.50934 3.36761  -0.854
C -1.43589 1.23836 4.54230  -0.657
C -0.07085 1.01221 4.47930  -1.010
C 0.55811 1.04215 3.24402  -0.725
N -0.08914 1.32247 2.11575  1.090
C 0.37881 4.20630 0.84189  -0.478
C 0.60988 5.49757 1.35391  -1.110
C -0.41748 6.40672 1.51198  0.272
Cl -0.03637 7.97751 2.13310  -0.212
N 1.34835 3.27526 0.54425  0.651
C 2.63047 3.47112 0.87094  -0.332
O 3.14004 4.28459 1.64309  -0.784
C 3.55685 2.54534 0.10653  0.482
C 4.90733 2.85909 0.03261  -0.925
C 5.73276 2.08178 -0.75727  -0.409
C 5.18179 1.01017 -1.44456  -0.998
C 3.83133 0.75505 -1.29456  -0.174
N 3.02542 1.49916 -0.53111  0.422
H -2.99972 4.52913 0.45498  0.582
H -3.18951 1.67539 3.34493  0.600
H -1.95935 1.20243 5.48847  0.478
H 0.50634 0.80858 5.37057  0.439
H 1.61589 0.82782 3.14358  0.478
H 1.61318 5.77606 1.63088  0.694
H 5.26384 3.70928 0.59578  0.534
H 6.78773 2.30887 -0.84259  0.416
H 5.78179 0.37733 -2.08408  0.469
H 3.37078 -0.07935 -1.80994  0.330
C 0.00758 -2.74954 1.10944  -1.621
C -1.37899 -2.09198 1.05917  0.358
C -1.67045 -1.44965 -0.29568  -0.140
Sb -3.72210 -1.09582 -0.89974  0.535
C -1.67796 2.63086 -1.41782  -0.051
C -2.98335 2.61203 -1.88635  -0.310
C -3.21399 2.64769 -3.25741  -0.906
C -2.15936 2.73111 -4.15121  -0.619
C -0.85615 2.79502 -3.67253  -0.894
C -0.61529 2.74262 -2.31012  -0.162
C -4.58038 -2.83775 0.01077  0.026
C -4.77364 -2.91706 1.39235  -0.104
C -5.44302 -3.99089 1.96297  -0.595
C -5.94247 -5.00551 1.15782  -0.414
C -5.75618 -4.94710 -0.21519  -0.493
C -5.08479 -3.87003 -0.78147  -0.561
Sb 1.62029 -1.45202 0.48705  1.092
C 3.16705 -2.91329 0.64232  0.375
C 3.29995 -3.66321 1.80951  -0.570
C 4.36566 -4.53857 1.97440  -0.592
C 5.32069 -4.66315 0.97649  -0.442
C 5.20403 -3.91413 -0.18609  -0.765
C 4.13867 -3.03908 -0.34835  -0.092
C 1.30941 -1.81346 -1.61622  0.356
C 1.34517 -3.10177 -2.14567  -0.632
C 1.03572 -3.33116 -3.48015  -0.822
C 0.67247 -2.27469 -4.30477  -0.590
C 0.63046 -0.98549 -3.79311  -0.817
C 0.95302 -0.76497 -2.46150  0.244
H 0.02657 -3.62383 0.45504  0.485
H 0.24723 -3.08213 2.12260  0.538
H -1.46527 -1.34998 1.85991  -0.014
H -2.13070 -2.85889 1.25887  0.421
H -1.25054 -2.05659 -1.10071  0.574
H -1.19338 -0.46194 -0.37499  -1.016
H -3.81199 2.56247 -1.19791  0.568
H -4.23307 2.62367 -3.62113  0.435
H -2.35015 2.76108 -5.21611  0.425
H -0.02532 2.89885 -4.35901  0.518
H 0.39552 2.83371 -1.92303  0.341
H -4.39869 -2.12750 2.03546  0.395
H -5.58445 -4.03101 3.03608  0.370
H -6.47788 -5.83649 1.59943  0.365
H -6.14101 -5.73706 -0.84833  0.371
H -4.94725 -3.84188 -1.85691  0.306
H 2.56304 -3.57886 2.60105  0.282
H 4.45235 -5.11722 2.88539  0.394
H 6.15780 -5.33672 1.10708  0.377
H 5.94626 -4.00830 -0.96892  0.395
H 4.06009 -2.46574 -1.26504  0.312
H 1.61331 -3.94133 -1.51351  0.432
H 1.07534 -4.33840 -3.87607  0.406
H 0.42058 -2.45640 -5.34180  0.391
H 0.34449 -0.15311 -4.42416  0.482
H 0.90209 0.25567 -2.08198  -0.005